Density functional theory data (ωB97M-V/def2-TZVPD) for O4PS as an isolated structure.

The geometry in ORCA input format:
```
! wB97M-V def2-TZVPD RIJCOSX def2/J DEFGRID3
* xyz -1 1
O 0.114 -0.685 2.401
O 1.327 -0.671 -1.557
S 0.175 0.212 -1.424
P -0.405 0.009 1.177
O 0.508 1.544 -1.843
O -1.873 -0.338 0.986
*
```

As for the energy above the lowest of the compared OMol25 structures with the same formula, charge and spin: 12.3 kcal per mole. For the HOMO-LUMO gap (alpha / beta), the calculation gives 7.85 / 7.85 eV. The value obtained for the HOMO energy (alpha / beta) is -4.889 / -4.888 eV. The value obtained for the total energy is -1040.61435 Ha. As for the LUMO energy (alpha / beta): 2.96 / 2.96 eV.

---

Density functional theory data (ωB97M-V/def2-TZVPD) for a 12-piece molecular cluster, C12H48O12 overall.

The geometry in ORCA input format:
```
! wB97M-V def2-TZVPD RIJCOSX def2/J DEFGRID3
* xyz 0 1
H 2.305 -4.761 3.186
H -3.340 0.440 -1.105
H 1.561 2.081 -0.415
C -5.012 -1.128 3.176
O -3.955 1.037 3.354
H -0.143 2.183 0.835
H -4.776 -2.155 3.456
C 2.579 -4.099 -3.341
H 1.495 -3.240 1.023
H 0.326 2.843 -5.801
H -1.115 1.616 -0.570
H 0.416 -3.963 -3.594
H 2.215 -1.001 2.708
C 2.080 -4.109 1.325
H -0.264 4.479 -5.044
C -2.699 4.626 2.783
C 0.492 3.700 -5.149
H 0.868 -4.958 -2.296
H -0.610 -0.702 -0.336
C 3.423 -4.099 0.605
O -0.237 2.661 -3.020
O -3.288 0.197 -2.029
O 2.455 -1.067 -0.898
H -5.241 -1.002 2.117
O -1.673 -2.104 -2.413
H 1.448 -4.981 1.156
H -4.151 0.415 -2.383
H 3.960 -3.155 0.510
O 0.922 1.519 -0.858
H 3.301 -4.101 -2.524
H 1.427 2.137 -3.924
H -2.306 -1.472 -2.074
H 0.042 -2.781 -1.800
H 3.431 3.610 0.146
C 0.896 3.076 -3.771
H 1.580 3.733 -3.233
C -1.761 5.054 1.641
H 0.664 -0.403 0.843
H -0.872 5.500 2.088
O 2.243 -3.920 2.727
H -2.151 5.821 0.972
H -1.561 4.198 0.996
H -3.605 4.055 2.575
H -1.844 -2.134 -3.354
O 1.610 -1.476 3.278
H -3.788 1.533 4.158
H -3.561 -0.511 4.640
H -1.053 -0.068 1.243
O -3.238 5.828 3.363
H -3.005 -0.715 2.956
H -2.148 4.115 3.572
O 0.976 -2.992 -1.863
H 1.380 4.256 -5.449
H 2.740 -4.914 -4.047
C -3.803 -0.332 3.593
O 3.770 -0.396 1.390
H 3.209 -0.690 0.671
H 2.731 -3.238 -3.993
H -5.831 -0.819 3.824
H 0.128 2.183 -2.271
H 1.870 -0.314 -0.976
O 2.633 3.140 0.387
H 1.922 -1.814 -1.170
C -0.210 1.464 0.019
H 4.165 -4.732 1.090
H 1.888 -2.390 3.214
H -3.400 5.650 4.292
C -0.290 -0.036 0.465
H 2.748 2.933 1.315
H 4.627 -0.774 1.195
H 3.251 -4.506 -0.392
C 1.154 -4.032 -2.794
*
```

As for the energy above the lowest of the compared OMol25 structures with the same formula, charge and spin: 33.6 kcal per mole. For the HOMO-LUMO gap, the calculation gives 9.56 eV. The value obtained for the HOMO energy is -9.265 eV. The value obtained for the total energy is -1388.79567 Ha. As for the LUMO energy: 0.29 eV.

---

Density functional theory data (ωB97M-V/def2-TZVPD) for C28H21Br2N3O2SV as an isolated structure.

The geometry in ORCA input format:
```
! wB97M-V def2-TZVPD RIJCOSX def2/J DEFGRID3
* xyz 1 3
C 1.311 0.348 1.808
C 2.474 1.371 -1.402
H -5.221 -3.822 0.382
H -2.491 6.264 -0.071
H -1.161 -3.599 -2.666
C -2.884 4.158 -0.026
C -5.152 -1.879 -0.524
C 4.424 1.301 -0.019
H 0.937 3.744 -0.507
N 1.690 0.997 -0.413
H 1.997 1.545 -2.361
C 2.853 -2.714 0.480
C 2.355 -2.121 -1.798
N -3.161 1.776 0.024
C -3.538 -2.685 1.071
H 3.579 -2.945 1.250
C -2.310 2.898 -0.097
H 5.489 1.420 0.130
H -4.826 0.124 -1.259
C 1.009 -2.107 -1.472
H -0.061 5.985 -0.377
O 0.030 0.260 1.460
C -1.521 -2.590 -2.469
H -6.051 -2.034 -1.107
C -2.064 5.272 -0.128
Br 5.909 0.669 2.784
Br 0.645 -0.640 4.354
C -3.321 -0.490 0.131
C 1.816 0.008 3.034
V -0.420 0.735 -0.305
C 3.196 0.115 3.314
C 1.497 -2.707 0.793
C -2.846 -1.486 0.976
H -3.191 -3.456 1.746
C 0.567 -2.406 -0.187
C 3.281 -2.431 -0.808
C -0.135 3.836 -0.377
C 3.855 1.546 -1.240
H -1.925 -2.500 -1.462
C 2.239 0.767 0.815
C -0.931 2.704 -0.279
H -2.272 -2.312 -3.207
H 3.553 -0.151 4.300
C -0.697 5.112 -0.301
H 1.166 -2.929 1.799
H 4.454 1.868 -2.080
C -4.684 -2.886 0.313
S -0.140 -1.478 -2.677
N -2.539 0.698 0.028
C 4.073 0.544 2.362
H -3.953 4.250 0.112
H -1.971 -1.290 1.587
C 3.617 0.881 1.060
H -0.488 -2.409 0.058
H 4.336 -2.444 -1.045
C -4.477 -0.672 -0.614
H 2.678 -1.876 -2.802
O -0.599 -0.134 -2.089
*
```

As for the energy above the lowest of the compared OMol25 structures with the same formula, charge and spin: 0.0 kcal per mole. For the HOMO-LUMO gap (alpha / beta), the calculation gives 7.30 / 7.39 eV. The expectation value of S² is 2.02. The value obtained for the HOMO energy (alpha / beta) is -10.868 / -10.891 eV. The value obtained for the total energy is -7884.40291 Ha. As for the LUMO energy (alpha / beta): -3.57 / -3.50 eV.

---

Density functional theory data (ωB97M-V/def2-TZVPD) for a 2-piece molecular cluster, C3H11N3 overall.

The geometry in ORCA input format:
```
! wB97M-V def2-TZVPD RIJCOSX def2/J DEFGRID3
* xyz 0 1
C 0.601 1.398 -0.197
H -3.029 -1.393 -0.030
H 0.134 1.052 1.775
H -1.076 -1.863 1.604
H 0.585 -1.983 0.915
H 1.595 1.852 1.597
H 0.015 2.308 -0.308
H 2.089 0.532 -1.361
H -0.215 -1.484 -1.206
H 2.495 1.858 -0.614
H -2.362 -0.975 -1.716
C -0.913 -1.479 -0.368
C -2.180 -1.179 -0.652
N 1.708 1.438 -1.111
N -0.393 -1.775 0.877
N 0.977 1.142 1.225
H -0.030 0.552 -0.431
*
```

As for the energy above the lowest of the compared OMol25 structures with the same formula, charge and spin: 36.9 kcal per mole. For the HOMO-LUMO gap, the calculation gives 9.12 eV. The value obtained for the HOMO energy is -8.065 eV. The value obtained for the total energy is -285.11902 Ha. As for the LUMO energy: 1.05 eV.

---

Density functional theory data (ωB97M-V/def2-TZVPD) for C22H45HoN2OP3Se as an isolated structure.

The geometry in ORCA input format:
```
! wB97M-V def2-TZVPD RIJCOSX def2/J DEFGRID3
* xyz 3 5
C 1.408 -0.196 5.622
H -4.102 -0.410 -0.364
C -2.583 1.976 0.203
C -0.751 -0.079 -6.640
H -3.253 -0.726 3.356
H -3.683 1.027 3.520
H -1.330 -3.423 0.180
H -3.052 -1.774 0.116
H -1.617 -0.675 -2.295
H 4.353 1.183 2.472
C 1.202 -1.782 -2.106
H -2.793 0.666 -2.277
H 1.820 0.306 6.502
H 4.382 -1.453 2.432
H 1.048 2.342 2.188
H 1.343 -3.695 1.161
H 1.470 -1.272 5.742
H 2.713 -2.977 0.288
C -1.255 0.884 -5.754
C -3.359 0.115 4.046
C 0.110 1.696 -8.056
H 1.286 -2.758 -2.607
H -0.546 -3.933 -1.343
H -1.783 0.544 -4.866
C -3.270 -0.713 0.284
H 3.140 2.248 1.712
H -0.546 -1.939 -7.040
H 4.744 -0.064 0.393
C 0.341 2.109 1.416
H 1.662 -4.153 -0.537
H -1.917 2.782 -0.125
Se -0.552 -1.528 3.243
N -2.075 0.364 4.712
H 1.990 0.149 4.747
H -4.103 -0.162 4.796
H -1.471 2.975 -5.327
C -1.075 2.240 -6.022
H -0.178 1.650 7.002
H 2.865 -2.398 2.412
C -0.394 2.655 -7.170
Ho 0.230 -0.089 1.074
C 1.683 -3.327 0.186
C -1.817 0.327 -1.905
H 2.187 -1.302 -2.084
C -0.056 0.341 -7.813
H 2.801 1.512 3.297
H 0.642 2.011 -8.955
H -0.256 3.719 -7.375
C 0.821 1.930 0.035
H -1.649 -2.539 -1.330
H -3.514 2.021 -0.365
H 0.181 2.221 -0.772
P -1.926 0.354 -0.117
H -2.696 1.830 6.148
N 0.011 0.228 5.424
H -0.637 2.520 1.580
H -2.803 2.126 1.273
C 3.299 -1.407 2.594
H 3.109 -1.140 3.640
O -0.950 -1.380 -6.334
C -0.884 -3.068 -0.758
H 1.867 2.043 -0.161
H 3.644 -1.208 -0.421
H 3.437 0.540 -0.676
H -3.573 -0.590 1.330
P 2.690 -0.136 1.534
P 0.577 -2.093 -0.467
C -0.659 1.172 6.220
C 3.284 1.349 2.323
H -1.033 1.003 -2.273
H 0.329 -0.408 -8.490
H 0.529 -1.139 -2.682
C -0.858 -0.259 4.448
C -1.909 1.264 5.795
C 3.711 -0.228 0.060
*
```

As for the energy above the lowest of the compared OMol25 structures with the same formula, charge and spin: 117.1 kcal per mole. For the HOMO-LUMO gap (alpha / beta), the calculation gives 2.14 / 2.24 eV. The expectation value of S² is 6.01. The value obtained for the HOMO energy (alpha / beta) is -13.702 / -13.702 eV. The value obtained for the total energy is -5422.52292 Ha. As for the LUMO energy (alpha / beta): -11.56 / -11.46 eV.

---

Density functional theory data (ωB97M-V/def2-TZVPD) for a 14-piece molecular cluster, C5H40N2O14 overall.

The geometry in ORCA input format:
```
! wB97M-V def2-TZVPD RIJCOSX def2/J DEFGRID3
* xyz 0 1
C -2.588 0.450 -2.972
H 2.776 -1.549 -3.190
H 1.269 0.192 -3.272
H -1.906 -3.752 0.596
H -0.058 -2.030 4.111
O 1.008 1.399 4.131
O 1.227 -2.564 1.129
H -4.150 -2.285 2.002
H -2.426 -0.663 2.212
H -2.181 1.403 -1.136
H 1.476 0.948 0.938
H 0.858 2.518 -0.899
O 0.780 0.106 1.222
H 1.953 0.599 -4.532
H 0.988 -0.479 -1.391
H -1.907 0.113 -3.820
H -1.840 -1.066 -0.132
O 2.199 2.731 -3.488
H 2.046 1.536 4.290
H -0.235 2.197 2.242
H 1.733 3.396 0.072
H -1.711 2.733 1.041
O 1.650 2.585 -0.481
O 0.520 2.933 2.257
O 3.527 2.411 1.696
C -2.775 -1.578 -0.131
H 0.905 -0.434 0.432
H 0.434 -0.984 2.905
H -4.242 0.096 -1.709
H 2.697 2.728 -2.767
H -1.239 -1.772 2.584
H 2.558 2.219 1.688
H 1.528 -2.580 1.979
O 2.892 -0.912 0.174
H -3.143 1.525 -3.120
H 1.256 3.003 -3.146
C -3.033 -1.766 -1.700
H 3.546 2.183 0.734
C -2.647 -3.035 0.675
H 3.104 -2.817 -2.406
O 0.872 0.482 -1.469
O 1.685 -0.218 -4.088
H -0.010 0.686 -1.619
O 2.726 -1.929 -2.285
N -2.198 -1.532 2.688
H 2.762 -1.381 -0.612
H -1.264 1.373 0.520
H -3.609 -0.998 0.163
H 2.078 -2.312 0.713
H 3.386 -0.165 -0.150
H -2.012 -1.984 -2.082
O -1.881 2.130 0.338
H -2.903 -3.426 2.750
O -1.772 0.761 -1.886
H 1.078 0.553 3.604
H -3.380 -3.681 0.376
C -2.990 -2.577 2.091
O 0.573 -1.318 3.853
H 0.548 3.301 3.123
H -3.788 -2.463 -1.954
N -3.635 -0.496 -2.365
*
```

As for the energy above the lowest of the compared OMol25 structures with the same formula, charge and spin: 208.9 kcal per mole. For the HOMO-LUMO gap, the calculation gives 8.78 eV. The value obtained for the HOMO energy is -8.838 eV. The value obtained for the total energy is -1377.15706 Ha. As for the LUMO energy: -0.06 eV.